[1]
Computed, not measured: a molecular structure, C32H47N5PPdSi3, with ωB97M-V/def2-TZVPD.

Last column: Löwdin spin population.
Atoms and positions in Å:
Pd1 -16.56 -0.81 7.23  0.476
C1 -16.49 -4.34 7.56  0.064
Si1 -17.29 -2.85 8.28  0.194
C2 -16.94 -2.89 10.17  0.027
C3 -19.17 -3.09 8.26  0.018
C4 -19.84 -4.14 8.82  0.003
C5 -21.18 -4.35 8.61  0.002
C6 -21.87 -3.46 7.80  0.001
C7 -21.28 -2.26 7.45  0.004
C8 -19.91 -2.05 7.71  0.018
Si2 -18.85 -0.46 7.39  0.202
C9 -19.53 0.01 5.68  0.065
C10 -19.46 0.68 8.77  0.033
H1 -15.43 -4.34 7.94  0.002
H2 -16.55 -4.33 6.44  0.003
H3 -16.98 -5.26 7.90  0.012
H4 -17.75 -3.37 10.71  0.004
H5 -16.94 -1.85 10.64  0.001
H6 -15.93 -3.23 10.38  0.001
H7 -19.34 -4.95 9.47  0.001
H8 -21.62 -5.22 9.06  0.000
H9 -22.74 -3.78 7.38  0.000
H10 -21.83 -1.53 6.84  0.001
H11 -20.00 -0.86 5.19  0.003
H12 -18.91 0.54 4.98  0.005
H13 -20.39 0.76 5.78  0.011
H14 -20.08 1.45 8.40  0.003
H15 -18.71 1.19 9.44  0.002
H16 -20.06 0.09 9.48  0.003
C11 -21.61 -1.01 17.29  0.000
C12 -20.99 -2.13 18.13  0.000
N1 -20.48 -3.26 17.62  0.000
C13 -19.98 -3.95 18.69  0.000
C14 -20.06 -3.24 19.83  0.000
N2 -20.60 -1.98 19.46  0.000
C15 -20.88 -0.93 20.40  0.000
N3 -20.09 0.35 20.36  0.000
N4 -20.71 1.46 20.95  0.000
N5 -19.99 2.56 20.69  0.000
C16 -18.81 2.17 20.02  0.000
C17 -17.82 2.96 19.43  0.000
C18 -16.89 2.22 18.66  0.000
C19 -16.87 0.88 18.54  0.000
C20 -17.89 0.03 19.02  0.000
C21 -18.86 0.73 19.74  0.000
H17 -22.47 -0.48 17.66  0.000
H18 -21.94 -1.46 16.31  0.000
H19 -20.94 -0.20 17.09  0.000
H20 -19.58 -4.94 18.57  0.000
H21 -19.55 -3.41 20.74  0.000
H22 -20.72 -1.36 21.42  0.000
H23 -21.91 -0.65 20.41  0.000
H24 -17.78 4.04 19.45  0.000
H25 -16.07 2.68 18.16  0.000
H26 -16.14 0.32 18.03  0.000
H27 -18.07 -1.00 18.84  0.000
C22 -16.34 -2.36 3.86  0.021
P1 -15.62 -1.04 4.99  0.106
C23 -15.77 0.53 3.88  0.020
C24 -13.83 -1.46 5.18  0.013
C25 -13.02 -1.38 4.00  0.000
C26 -11.70 -1.75 4.04  0.000
C27 -11.14 -2.30 5.19  0.001
C28 -11.99 -2.46 6.35  0.003
C29 -13.32 -1.96 6.33  0.029
H28 -17.37 -2.09 3.65  0.001
H29 -16.34 -3.42 4.28  0.001
H30 -15.75 -2.33 2.92  0.003
H31 -16.04 0.15 2.86  0.002
H32 -14.88 1.18 3.70  0.001
H33 -16.64 1.19 4.19  0.004
H34 -13.46 -0.99 3.13  0.000
H35 -11.15 -1.57 3.12  0.000
H36 -10.08 -2.50 5.31  0.000
H37 -11.66 -2.87 7.30  0.001
H38 -13.87 -1.86 7.22  0.030
C30 -16.27 2.15 9.05  0.070
Si3 -15.24 0.72 8.58  0.322
C31 -13.84 1.15 7.39  0.085
C32 -14.59 -0.13 10.11  0.061
H39 -17.08 2.30 8.29  0.013
H40 -15.64 3.02 9.11  0.010
H41 -16.67 1.87 10.06  0.001
H42 -12.83 0.83 7.71  0.005
H43 -13.94 2.24 7.42  0.009
H44 -14.03 0.87 6.36  0.010
H45 -14.96 -1.17 10.19  0.011
H46 -14.75 0.46 10.99  0.006
H47 -13.52 -0.25 10.07  0.003

HOMO (spin up / spin down) = -1.44 / -3.49 eV
Energy above the lowest of the compared OMol25 structures with the same formula, charge and spin = 15.5 kcal/mol
E_tot = -2858.987960 Eh
HOMO-LUMO gap (spin up / spin down) = 2.711 / 4.764 eV
Charge = -1
LUMO energy (spin up / spin down) = 1.3 / 1.3 eV
Expectation value of S² = 2.01
Multiplicity = 3


[2]
Computed, not measured: a molecular structure, C32H48AsCaF6O24, with ωB97M-V/def2-TZVPD.

Last column: Löwdin charge in e.
Atoms and positions in Å:
Ca1 2.50 -4.13 0.37  1.769
As1 0.29 -0.59 0.64  0.764
F1 -0.53 0.94 0.65  -0.214
F2 1.70 0.26 0.08  -0.225
F3 1.21 -2.12 0.58  -0.376
F4 -1.06 -1.41 1.28  -0.199
F5 -0.21 -0.93 -0.99  -0.221
F6 0.85 -0.30 2.26  -0.229
C1 0.63 1.10 5.53  -0.010
C2 0.13 -0.30 5.22  -0.314
C3 1.20 -1.40 4.95  -0.096
O1 0.85 -2.43 5.86  0.061
C4 -0.27 -2.11 6.54  -0.573
O2 -0.83 -2.86 7.28  0.175
O3 -0.67 -0.87 6.26  0.098
H1 1.41 1.44 4.85  0.077
H2 1.01 1.16 6.55  0.097
H3 -0.17 1.82 5.36  0.087
H4 -0.53 -0.20 4.36  0.133
H5 2.21 -0.99 5.06  0.129
H6 1.01 -1.69 3.92  0.093
C5 -3.98 -1.69 3.18  -0.015
C6 -5.28 -2.41 2.92  -0.303
C7 -6.56 -1.62 3.20  -0.077
O4 -7.40 -1.87 2.07  0.082
C8 -6.73 -2.60 1.16  -0.581
O5 -7.19 -3.04 0.17  0.163
O6 -5.44 -2.73 1.53  0.061
H7 -4.07 -0.61 3.03  0.077
H8 -3.17 -2.06 2.56  0.071
H9 -3.76 -1.84 4.24  0.092
H10 -5.34 -3.32 3.52  0.151
H11 -6.39 -0.54 3.25  0.120
H12 -7.08 -1.90 4.11  0.135
C9 -3.63 -0.74 -0.92  -0.013
C10 -3.63 0.34 0.13  -0.270
C11 -3.74 1.78 -0.42  -0.079
O7 -4.67 2.41 0.46  0.079
C12 -5.42 1.47 1.06  -0.578
O8 -6.34 1.70 1.77  0.179
O9 -4.93 0.26 0.79  0.054
H13 -2.64 -0.80 -1.39  0.054
H14 -4.27 -0.45 -1.75  0.097
H15 -3.92 -1.73 -0.57  0.090
H16 -2.89 0.22 0.92  0.121
H17 -4.12 1.82 -1.45  0.140
H18 -2.80 2.32 -0.37  0.111
C13 -1.89 -2.44 -4.27  0.002
C14 -1.66 -3.82 -3.69  -0.260
C15 -0.43 -4.53 -4.30  -0.061
O10 0.36 -4.85 -3.17  0.098
C16 -0.14 -4.30 -2.08  -0.564
O11 0.44 -4.27 -1.02  -0.006
O12 -1.30 -3.71 -2.30  0.134
H19 -2.11 -2.51 -5.34  0.104
H20 -0.98 -1.83 -4.17  0.086
H21 -2.68 -1.93 -3.73  0.086
H22 -2.53 -4.46 -3.82  0.162
H23 0.12 -3.92 -5.03  0.125
H24 -0.74 -5.41 -4.86  0.142
C17 2.36 -1.67 -6.00  -0.004
C18 3.32 -2.06 -4.91  -0.265
C19 4.00 -0.89 -4.18  -0.030
O13 3.70 -1.12 -2.79  0.112
C20 3.01 -2.24 -2.66  -0.549
O14 2.71 -2.74 -1.59  -0.035
O15 2.66 -2.76 -3.82  0.109
H25 1.43 -1.20 -5.68  0.090
H26 2.03 -2.55 -6.55  0.090
H27 2.90 -1.06 -6.72  0.105
H28 4.10 -2.74 -5.24  0.158
H29 3.62 0.09 -4.46  0.142
H30 5.07 -0.94 -4.39  0.145
C21 0.24 4.04 1.60  -0.011
C22 1.74 4.02 1.51  -0.305
C23 2.33 5.24 0.78  -0.065
O16 3.48 5.57 1.57  0.061
C24 3.39 4.98 2.79  -0.577
O17 4.14 5.17 3.69  0.166
O18 2.27 4.23 2.84  0.063
H31 -0.12 3.51 2.48  0.087
H32 -0.21 3.55 0.73  0.059
H33 -0.19 5.04 1.66  0.091
H34 2.19 3.10 1.13  0.123
H35 1.64 6.08 0.88  0.135
H36 2.65 5.09 -0.25  0.130
C25 4.19 1.10 2.68  -0.006
C26 5.11 1.47 1.53  -0.283
C27 5.33 0.37 0.49  -0.085
O19 5.35 1.09 -0.77  0.062
C28 4.79 2.30 -0.57  -0.556
O20 4.56 3.08 -1.45  0.156
O21 4.45 2.47 0.72  0.064
H37 3.19 0.80 2.36  0.066
H38 4.12 1.98 3.31  0.091
H39 4.66 0.26 3.19  0.091
H40 6.05 1.90 1.89  0.165
H41 4.43 -0.25 0.40  0.115
H42 6.18 -0.27 0.72  0.135
C29 1.57 2.57 -2.53  -0.014
C30 0.48 1.61 -2.95  -0.317
C31 -0.86 1.94 -2.27  -0.102
O22 -1.71 2.22 -3.38  0.080
C32 -1.09 2.01 -4.56  -0.568
O23 -1.58 2.15 -5.62  0.185
O24 0.22 1.72 -4.35  0.076
H43 2.55 2.39 -2.96  0.072
H44 1.67 2.57 -1.45  0.072
H45 1.34 3.60 -2.83  0.107
H46 0.74 0.58 -2.69  0.125
H47 -0.76 2.75 -1.55  0.122
H48 -1.21 1.05 -1.76  0.086

HOMO = -11.99 eV
Energy above the lowest of the compared OMol25 structures with the same formula, charge and spin = 0.0 kcal/mol
E_tot = -6566.598671 Eh
HOMO-LUMO gap = 5.913 eV
Charge = +1
LUMO energy = -6.1 eV


[3]
Computed, not measured: a molecular structure, C32H48AsInN5O6, with ωB97M-V/def2-TZVPD.

Last column: Löwdin charge in e.
Atoms and positions in Å:
In1 0.42 0.89 -0.05  0.890
C1 -3.52 -1.60 -3.20  0.011
N1 -2.52 -1.79 -2.14  -0.103
C2 -2.06 -3.17 -1.98  0.019
C3 -2.01 -0.81 -1.42  -0.384
O1 -1.07 -0.97 -0.61  -0.085
C4 -2.60 0.59 -1.55  -0.080
O2 -2.06 1.42 -0.53  -0.208
C5 -2.90 1.54 0.62  -0.068
C6 -2.09 1.40 1.91  -0.380
O3 -0.92 0.99 1.84  -0.083
N2 -2.69 1.72 3.04  -0.102
C7 -1.96 1.69 4.31  0.016
C8 -4.08 2.19 3.14  0.008
H1 -4.39 -2.22 -3.00  0.114
H2 -3.09 -1.93 -4.15  0.109
H3 -3.83 -0.57 -3.30  0.090
H4 -2.92 -3.81 -1.79  0.113
H5 -1.37 -3.23 -1.14  0.074
H6 -1.57 -3.52 -2.88  0.097
H7 -3.68 0.56 -1.48  0.148
H8 -2.32 1.03 -2.50  0.133
H9 -3.66 0.76 0.62  0.157
H10 -3.39 2.52 0.59  0.150
H11 -0.93 1.42 4.14  0.085
H12 -2.43 0.97 4.98  0.111
H13 -2.01 2.67 4.78  0.111
H14 -4.68 1.87 2.29  0.093
H15 -4.11 3.27 3.22  0.115
H16 -4.52 1.76 4.04  0.111
O4 2.94 1.30 -0.64  -0.142
C9 3.45 2.64 -0.47  -0.198
C10 3.69 2.98 0.99  -0.128
C11 2.44 2.77 1.87  -0.122
C12 1.29 3.64 1.43  -0.249
C13 1.21 4.96 1.84  0.032
C14 0.19 5.77 1.36  0.010
C15 -0.74 5.23 0.48  -0.004
C16 -0.61 3.91 0.12  -0.112
N3 0.39 3.13 0.57  0.056
H17 3.67 0.68 -0.66  0.115
H18 2.69 3.29 -0.89  0.120
H19 4.36 2.77 -1.06  0.142
H20 4.01 4.02 1.02  0.136
H21 4.50 2.37 1.40  0.130
H22 2.70 2.99 2.90  0.139
H23 2.12 1.73 1.82  0.057
H24 1.94 5.35 2.53  0.141
H25 0.12 6.81 1.67  0.135
H26 -1.55 5.83 0.08  0.129
H27 -1.33 3.45 -0.54  0.093
C17 2.78 -1.02 2.42  -0.229
As1 1.23 -1.29 1.29  1.192
C18 1.82 -2.70 0.10  -0.231
C19 -0.18 -1.94 2.49  -0.268
C20 0.10 -3.33 2.95  -0.322
C21 -0.20 -4.42 2.12  -0.071
C22 -0.03 -5.72 2.58  -0.054
C23 0.44 -5.94 3.87  -0.049
C24 0.75 -4.87 4.69  -0.050
C25 0.59 -3.57 4.23  -0.044
H28 2.96 -1.96 2.95  0.053
H29 2.60 -0.23 3.14  0.040
H30 3.64 -0.79 1.81  0.039
H31 1.92 -3.62 0.67  0.049
H32 2.78 -2.41 -0.32  0.047
H33 1.11 -2.84 -0.72  0.009
H34 -1.12 -1.85 1.94  0.076
H35 -0.19 -1.22 3.31  0.077
H36 -0.60 -4.24 1.13  0.104
H37 -0.27 -6.55 1.93  0.116
H38 0.55 -6.96 4.23  0.120
H39 1.11 -5.05 5.70  0.119
H40 0.82 -2.74 4.88  0.117
O5 1.53 -2.98 -3.21  -0.059
C26 0.96 -2.72 -4.49  -0.238
N4 1.81 -1.97 -5.36  0.116
C27 2.03 -0.62 -5.34  -0.432
O6 2.84 -0.08 -6.06  0.136
C28 1.18 0.27 -4.45  -0.070
C29 0.59 1.36 -5.08  0.064
C30 -0.07 2.31 -4.31  0.014
C31 -0.10 2.15 -2.94  -0.110
N5 0.47 1.10 -2.34  0.001
C32 1.10 0.16 -3.07  -0.041
H41 2.28 -3.58 -3.31  0.110
H42 0.05 -2.16 -4.29  0.113
H43 0.71 -3.65 -4.99  0.142
H44 2.40 -2.47 -6.01  0.167
H45 0.68 1.47 -6.15  0.149
H46 -0.53 3.18 -4.77  0.134
H47 -0.56 2.89 -2.30  0.103
H48 1.55 -0.66 -2.54  0.119

HOMO = -15.47 eV
Energy above the lowest of the compared OMol25 structures with the same formula, charge and spin = 15.6 kcal/mol
E_tot = -4398.521906 Eh
HOMO-LUMO gap = 7.584 eV
Charge = +3
LUMO energy = -7.9 eV


[4]
Computed, not measured: a molecular structure, C32H48BrInN9O2SSi2Te, with ωB97M-V/def2-TZVPD.

Last column: Löwdin charge in e.
Atoms and positions in Å:
In1 0.75 -0.55 -0.23  0.579
N1 0.01 -2.93 -3.87  0.066
C1 0.15 -2.68 -2.53  -0.840
S1 -0.91 -1.44 -1.88  0.664
N2 1.01 -3.42 -1.90  -0.016
N3 1.03 -3.15 -0.54  -0.043
C2 1.55 -4.07 0.17  -0.084
C3 1.53 -3.98 1.64  -0.278
C4 2.61 -4.45 2.39  -0.037
C5 2.55 -4.35 3.77  -0.081
C6 1.42 -3.80 4.35  -0.068
C7 0.39 -3.39 3.52  -0.142
N4 0.42 -3.48 2.20  0.144
H1 -0.38 -2.19 -4.43  0.067
H2 0.74 -3.49 -4.29  0.087
H3 2.00 -4.94 -0.31  0.121
H4 3.48 -4.85 1.89  0.110
H5 3.38 -4.68 4.38  0.102
H6 1.34 -3.69 5.42  0.101
H7 -0.52 -2.96 3.94  0.089
N5 0.77 3.40 -3.46  0.116
C8 0.37 2.35 -4.25  -0.088
C9 0.35 1.27 -3.43  -0.164
N6 0.70 1.63 -2.15  0.110
C10 0.97 2.91 -2.21  -0.290
C11 1.50 3.79 -1.17  -0.301
N7 1.03 4.98 -0.86  0.103
C12 1.90 5.47 0.07  -0.162
C13 2.90 4.56 0.31  -0.103
N8 2.64 3.50 -0.51  0.116
H8 0.91 4.36 -3.72  0.155
H9 0.14 2.47 -5.30  0.106
H10 0.06 0.26 -3.66  0.047
H11 1.76 6.43 0.53  0.085
H12 3.74 4.57 0.98  0.108
H13 3.14 2.62 -0.61  0.094
C14 2.74 -0.64 2.50  -0.064
C15 1.55 0.33 2.53  -0.800
C16 1.00 0.39 3.96  -0.073
C17 2.07 1.72 2.14  -0.084
N9 0.44 -0.11 1.69  -0.309
H14 3.54 -0.31 3.18  0.080
H15 3.16 -0.69 1.49  0.066
H16 2.42 -1.63 2.80  0.047
H17 1.76 0.76 4.66  0.075
H18 0.68 -0.60 4.27  0.051
H19 0.14 1.06 4.00  0.055
H20 2.81 2.10 2.86  0.079
H21 1.25 2.44 2.07  0.069
H22 2.56 1.64 1.17  0.043
C18 -2.90 2.72 -2.13  -0.188
Si1 -4.23 1.95 -1.07  0.366
C19 -4.49 0.16 -1.59  -0.185
C20 -5.85 2.86 -1.43  -0.200
C21 -3.80 2.08 0.73  -0.589
Te1 -1.79 1.27 1.25  1.217
C22 -2.54 -0.72 1.54  -0.579
Si2 -3.47 -1.09 3.10  0.393
C23 -2.51 -0.58 4.63  -0.182
C24 -3.76 -2.95 3.15  -0.183
C25 -5.15 -0.26 3.20  -0.193
H23 -2.73 3.76 -1.86  0.035
H24 -3.16 2.69 -3.20  0.029
H25 -1.96 2.18 -2.01  -0.007
H26 -4.84 0.10 -2.62  0.028
H27 -5.23 -0.33 -0.95  0.028
H28 -3.56 -0.41 -1.52  -0.029
H29 -6.12 2.80 -2.49  0.018
H30 -5.77 3.92 -1.17  0.020
H31 -6.67 2.44 -0.85  0.020
H32 -4.56 1.62 1.36  -0.032
H33 -3.75 3.13 1.01  -0.008
H34 -1.62 -1.32 1.55  -0.029
H35 -3.12 -1.00 0.65  -0.007
H36 -1.54 -1.08 4.68  0.000
H37 -3.07 -0.81 5.54  0.028
H38 -2.31 0.49 4.61  0.019
H39 -2.81 -3.49 3.06  0.014
H40 -4.39 -3.26 2.32  0.028
H41 -4.24 -3.26 4.08  0.023
H42 -5.05 0.82 3.33  0.020
H43 -5.71 -0.65 4.06  0.024
H44 -5.75 -0.43 2.30  0.026
Br1 4.41 2.58 -3.70  0.802
C26 4.32 0.73 -4.13  -0.584
C27 4.74 0.39 -5.41  -0.149
C28 4.68 -0.92 -5.84  -0.095
C29 4.16 -1.90 -4.99  -0.083
C30 3.73 -1.54 -3.72  -0.016
C31 3.81 -0.23 -3.26  -0.138
C32 3.32 0.05 -1.85  -0.598
O1 3.74 1.01 -1.22  -0.032
O2 2.49 -0.83 -1.44  -0.133
H45 5.12 1.17 -6.07  0.087
H46 5.01 -1.18 -6.83  0.099
H47 4.10 -2.93 -5.31  0.099
H48 3.29 -2.28 -3.06  0.106

HOMO = -3.64 eV
Energy above the lowest of the compared OMol25 structures with the same formula, charge and spin = 16.7 kcal/mol
E_tot = -5900.975479 Eh
HOMO-LUMO gap = 5.945 eV
Charge = -1
LUMO energy = 2.3 eV


[5]
Computed, not measured: a molecular structure, C32H48CdNO3, with ωB97M-V/def2-TZVPD.

Last column: Löwdin charge in e.
Atoms and positions in Å:
Cd1 -1.58 2.21 -0.07  1.500
C1 0.39 -4.45 -1.69  -0.037
C2 -0.46 -4.51 -0.41  -0.551
C3 -1.48 -5.64 -0.56  -0.059
C4 0.45 -4.83 0.78  -0.035
C5 -1.11 -3.15 -0.18  -0.134
C6 -0.35 -2.04 -0.03  0.029
C7 -0.93 -0.76 0.16  -0.171
N1 -0.28 0.39 0.35  0.050
C8 0.97 0.68 0.70  -0.169
C9 1.95 -0.24 1.16  0.033
C10 3.21 0.16 1.47  -0.133
C11 3.53 1.55 1.30  0.070
C12 2.64 2.52 0.94  -0.078
C13 1.28 2.11 0.66  -0.258
O1 0.39 2.98 0.38  -0.153
C14 3.04 3.99 0.84  -0.537
C15 4.53 4.19 1.13  -0.062
C16 2.24 4.82 1.86  -0.035
C17 2.78 4.51 -0.59  -0.037
C18 4.23 -0.84 1.99  -0.551
C19 5.62 -0.22 2.18  -0.059
C20 4.37 -2.00 0.99  -0.036
C21 3.75 -1.39 3.34  -0.035
C22 -2.39 -0.61 0.08  -0.262
O2 -2.95 0.54 0.15  -0.159
C23 -3.19 -1.80 -0.03  -0.079
C24 -2.53 -3.00 -0.14  0.067
C25 -4.72 -1.71 -0.05  -0.537
C26 -5.19 -0.87 -1.25  -0.039
C27 -5.22 -1.10 1.26  -0.034
C28 -5.35 -3.10 -0.19  -0.063
H1 0.86 -5.42 -1.87  0.091
H2 1.18 -3.70 -1.62  0.078
H3 -0.23 -4.21 -2.56  0.093
H4 -0.96 -6.58 -0.73  0.091
H5 -2.14 -5.48 -1.41  0.091
H6 -2.09 -5.76 0.34  0.092
H7 0.92 -5.81 0.64  0.092
H8 -0.12 -4.86 1.71  0.095
H9 1.24 -4.09 0.90  0.066
H10 0.73 -2.10 -0.11  0.100
H11 1.65 -1.27 1.33  0.098
H12 4.54 1.85 1.52  0.089
H13 4.79 3.89 2.15  0.091
H14 4.77 5.25 1.04  0.091
H15 5.16 3.65 0.43  0.093
H16 2.43 4.46 2.87  0.094
H17 1.17 4.78 1.66  0.070
H18 2.56 5.86 1.81  0.090
H19 3.35 3.93 -1.32  0.094
H20 3.11 5.55 -0.66  0.090
H21 1.73 4.47 -0.85  0.058
H22 6.02 0.18 1.25  0.093
H23 6.31 -0.98 2.54  0.091
H24 5.61 0.58 2.93  0.090
H25 4.69 -1.64 0.01  0.095
H26 3.42 -2.53 0.86  0.064
H27 5.10 -2.72 1.34  0.092
H28 3.64 -0.59 4.07  0.094
H29 4.47 -2.11 3.73  0.091
H30 2.79 -1.89 3.24  0.080
H31 -3.13 -3.89 -0.23  0.088
H32 -4.85 0.16 -1.18  0.057
H33 -6.28 -0.88 -1.28  0.090
H34 -4.82 -1.30 -2.18  0.093
H35 -4.86 -0.08 1.40  0.071
H36 -4.91 -1.70 2.12  0.094
H37 -6.31 -1.07 1.26  0.090
H38 -5.08 -3.59 -1.12  0.092
H39 -6.44 -2.99 -0.18  0.091
H40 -5.09 -3.76 0.64  0.092
C29 -3.33 3.68 -3.83  -0.144
C30 -2.47 4.78 -3.20  -0.150
C31 -1.26 4.00 -2.74  -0.172
O3 -1.83 2.77 -2.21  -0.291
C32 -3.07 2.47 -2.92  -0.159
H41 -2.99 3.47 -4.84  0.121
H42 -4.38 3.94 -3.87  0.122
H43 -2.98 5.25 -2.35  0.122
H44 -2.21 5.57 -3.91  0.125
H45 -0.67 4.46 -1.94  0.110
H46 -0.60 3.75 -3.57  0.135
H47 -3.85 2.31 -2.18  0.109
H48 -2.92 1.55 -3.48  0.129

HOMO (spin up / spin down) = -10.36 / -10.40 eV
E_tot = -1696.159657 Eh
HOMO-LUMO gap (spin up / spin down) = 5.775 / 5.855 eV
Charge = +1
LUMO energy (spin up / spin down) = -4.6 / -4.5 eV